# C48H26F9N6O7SY

A structure of composition C48H26F9N6O7SY (wB97M-V/def2-TZVPD, the OMol25 dataset).

XYZ file:
```
98
C48H26F9N6O7SY (wB97M-V/def2-TZVPD)
Y 0.26 0.49 0.12
O -0.51 1.26 2.25
C -0.02 1.85 3.20
C 1.32 2.40 3.25
C 1.64 3.16 4.37
C 2.87 3.76 4.48
C 3.82 3.62 3.46
C 3.53 2.87 2.36
C 2.27 2.21 2.19
O 2.07 1.48 1.17
N 3.19 4.56 5.65
O 4.30 5.06 5.71
O 2.34 4.69 6.51
H -0.64 1.99 4.10
H 0.91 3.28 5.17
H 4.78 4.12 3.56
H 4.25 2.78 1.56
O 2.06 -0.74 -0.88
S 3.49 -0.79 -1.35
C 4.56 -0.37 0.06
C 5.50 0.73 -0.41
C 4.65 1.65 -1.28
C 3.92 0.73 -2.25
H 5.06 -1.28 0.38
H 3.88 -0.02 0.83
H 6.33 0.31 -0.99
H 5.94 1.25 0.44
H 5.24 2.40 -1.82
H 3.92 2.17 -0.67
H 4.58 0.40 -3.06
H 3.00 1.13 -2.67
O 1.06 -1.19 2.22
C 0.37 -2.03 1.66
N -0.23 -1.79 0.46
C -0.80 -2.95 -0.02
O -1.30 -3.11 -1.11
C -0.65 -4.00 1.06
C -1.13 -5.29 1.15
C -0.89 -5.98 2.33
C -0.18 -5.40 3.38
C 0.33 -4.11 3.27
C 0.07 -3.44 2.09
H -1.71 -5.73 0.35
H -1.29 -6.98 2.47
H -0.06 -5.95 4.30
H 0.86 -3.63 4.08
C -0.03 0.21 -2.35
C -0.30 0.16 -3.56
C -0.83 0.11 -4.80
C -0.37 1.11 -5.78
C -0.02 2.37 -5.30
C 0.43 3.33 -6.19
C 0.58 3.03 -7.54
C 0.26 1.76 -8.01
C -0.23 0.80 -7.14
C -1.86 -0.90 -5.06
C -1.98 -1.98 -4.17
C -2.98 -2.91 -4.34
C -3.88 -2.78 -5.39
C -3.79 -1.70 -6.26
C -2.79 -0.76 -6.10
H -0.13 2.63 -4.25
H 0.68 4.32 -5.82
H 0.94 3.78 -8.23
H 0.39 1.52 -9.06
H -0.45 -0.19 -7.50
H -1.30 -2.08 -3.32
H -3.06 -3.73 -3.64
H -4.67 -3.51 -5.52
H -4.52 -1.58 -7.05
H -2.76 0.11 -6.74
F -3.55 1.24 4.76
C -3.49 -0.03 4.30
C -3.31 -1.04 5.23
F -3.26 -0.66 6.53
C -3.16 -2.39 4.90
C -3.27 -2.61 3.52
C -3.48 -1.61 2.60
F -3.58 -1.97 1.29
C -3.60 -0.26 2.94
C -3.72 0.80 1.93
C -2.90 0.69 0.83
N -2.10 0.49 0.00
C -4.58 1.91 2.07
N -5.29 2.81 2.18
F -3.18 -3.87 3.04
C -2.93 -3.45 5.87
C -3.05 -4.82 5.54
N -3.15 -5.96 5.34
C -2.54 -3.19 7.20
N -2.21 -3.05 8.30
F 1.62 2.41 -1.45
C 0.45 3.21 -1.68
F -0.32 2.81 -0.50
C 0.95 4.59 -1.26
F 1.85 5.04 -2.18
F 1.56 4.67 -0.06
F -0.06 5.48 -1.24
```

Values from the calculation:
E_LUMO: 0.0466 Ha
Total energy: -4035.32381 a.u.
Orbital gap: 2.9864 eV
Energy relative to the best compared isomer or geometry (same formula, charge and spin): 33.59 kcal/mol
Charge: -2
E_HOMO: -1.72 eV
2S+1: 1

Atomic partial charges in e from the Löwdin method, atoms 1 to 2: 1.48 -0.05